[1]
A molecular structure, C40H58ClGeO5PS5Si3V at a distorted geometry, computed with the ωB97M-V functional and the def2-TZVPD basis.

The value obtained for the LUMO energy (alpha / beta) is 0.0037 / 0.0059 hartree. Its spin multiplicity is 2. Its energy above the lowest of the compared OMol25 structures with the same formula, charge and spin is 0.00 kJ/mol. The calculation puts the maximum force at 1.19 eV/Å. For the frontier orbital gap (alpha / beta), the calculation gives 7.10 / 6.08 eV. The highest occupied orbital energy (alpha / beta) comes out at -7.00 / -5.92 eV. The expectation value of S² is 1.13.

Each line ends with the Löwdin charge.
Cartesian coordinates (Å):
H 0.464 2.363 -5.082  0.115
H 1.037 6.656 1.820  0.083
C 0.286 6.879 2.578  -0.025
H 1.692 -1.796 -2.754  -0.001
S -1.153 -0.125 2.764  0.169
H -0.647 -2.430 -5.784  0.109
H -1.562 1.666 -3.544  0.095
H 5.097 -2.838 2.443  0.015
C 0.014 3.120 -3.116  -0.218
H -8.001 -0.480 -1.694  0.105
H 4.022 2.405 -0.707  0.030
C 3.192 2.291 -0.004  -0.192
H 0.944 2.552 4.153  0.111
H -4.004 0.157 -6.432  0.105
C -0.150 2.309 1.061  -0.607
C 5.260 0.277 0.847  -0.239
C 0.086 5.246 6.000  -0.664
H 5.461 -0.705 1.287  -0.003
H 3.175 -0.834 -2.584  0.019
C -2.884 -1.208 -3.537  -0.280
O -1.124 1.830 0.417  -0.098
H 2.898 -4.992 -0.166  0.014
H 5.474 -1.859 -0.694  -0.001
C 2.316 -4.316 2.871  -0.216
C 4.552 -2.388 3.281  -0.222
H 5.964 0.996 1.291  0.036
Si 3.477 0.834 1.159  0.419
H 4.806 -2.947 4.189  0.035
C -3.829 -3.259 -0.035  -0.117
C 3.380 1.330 2.976  -0.209
H 4.909 -1.360 3.403  0.011
Si 2.690 -2.477 3.012  0.348
S -0.092 -2.363 0.450  0.117
H 2.672 -4.797 -1.909  0.031
H 1.344 -4.429 -0.791  -0.010
C -5.884 -0.816 -1.761  -0.081
H 1.281 -4.539 3.130  -0.006
H -0.690 6.881 2.085  0.087
C -2.289 -1.121 -6.253  -0.078
C 4.941 -2.812 -0.718  -0.216
H 5.479 0.217 -0.226  0.018
C -3.509 -3.990 -2.311  -0.070
H -5.961 -1.721 -2.356  0.116
H 0.465 7.880 2.969  0.080
C 2.763 -1.848 -2.531  -0.225
C 0.410 3.930 5.722  -0.089
H 2.511 -1.002 5.001  0.025
H -5.594 2.359 0.430  0.107
H 0.918 -1.286 4.287  -0.030
H -4.365 -6.589 -0.316  0.106
O -1.967 -0.625 -1.014  -0.423
H -7.810 1.555 -0.306  0.105
S -1.028 -3.195 2.109  0.058
C -4.632 -0.353 -1.355  -0.279
H -3.834 -6.077 -2.675  0.104
H 3.089 3.214 0.577  0.031
H 3.241 -2.454 -3.308  0.037
C 0.664 4.532 3.412  -0.244
H 3.328 2.419 3.077  0.030
H -1.167 -2.490 -3.361  0.116
H 2.269 2.152 -0.570  -0.016
O 0.829 0.471 -1.185  -0.637
H 1.671 -2.542 5.274  0.035
C -1.493 -1.874 -5.396  -0.070
C -3.490 -2.970 -1.357  -0.262
H 4.251 0.970 3.533  0.028
P -3.122 -1.245 -1.744  0.807
H -0.041 4.305 0.357  0.140
H -1.378 2.011 -1.803  0.073
C 1.869 -1.757 4.536  -0.219
V -0.162 -0.054 0.673  0.258
H -3.539 1.111 -0.233  0.096
S 0.255 0.491 -2.602  0.997
C -6.915 1.021 -0.604  -0.077
H 0.556 3.461 -2.229  0.111
O 0.994 4.162 2.124  -0.057
O 0.761 1.539 1.487  -0.203
C -3.826 -5.288 -1.932  -0.074
H 5.224 -3.379 0.176  0.021
S -2.396 -1.751 2.629  0.004
H -3.283 -3.776 -3.346  0.093
C 0.997 2.592 -4.156  -0.220
C -1.786 -1.914 -4.041  -0.119
H -0.222 7.223 5.247  0.113
C -7.025 -0.124 -1.387  -0.076
C -0.105 3.796 1.321  -0.070
C -4.521 0.787 -0.563  -0.046
C -3.683 -0.467 -4.403  -0.069
H 2.971 -4.878 3.545  0.034
H -3.850 -2.460 0.699  0.038
H 1.779 3.315 -4.388  0.117
H 2.349 1.525 -2.810  0.086
C -0.853 1.923 -2.752  -0.289
H 5.285 -3.373 -1.596  0.034
Ge 2.168 -1.261 0.982  0.521
H 2.488 -4.674 1.852  0.000
C -4.128 -5.573 -0.608  -0.071
C -5.670 1.475 -0.190  -0.064
H -2.062 -1.088 -7.312  0.105
C -3.381 -0.421 -5.760  -0.076
H -4.537 0.078 -4.015  0.105
C 0.696 3.575 4.412  0.022
C 2.425 -4.368 -0.931  -0.235
H 1.964 0.611 -4.289  0.089
H 0.442 3.194 6.515  0.110
H -4.365 -4.777 1.375  0.111
C -4.133 -4.558 0.340  -0.071
C 0.329 5.856 3.681  -0.194
H -1.056 4.066 1.783  0.153
C 1.579 1.317 -3.555  -0.287
Si 3.073 -2.601 -0.833  0.345
Cl -0.260 5.716 7.639  0.655
H 2.479 0.910 3.430  0.001
H -0.584 3.949 -3.492  0.118
C 0.039 6.200 4.997  -0.066

---

[2]
12 unconnected molecules or ions with the total composition C36H101N5O13 at a distorted geometry, computed with the ωB97M-V functional and the def2-TZVPD basis.

The value obtained for the LUMO energy is 0.0120 hartree. As for the SMILES: COC[C@H](C)N.COC[C@H](C)N.COC[C@H](C)N.COC[C@H](C)N.COCCNCCOC.CCO.CCO.CCO.CCO.CCO.CCO.CCO. Its energy above the lowest of the compared OMol25 structures with the same formula, charge and spin is 0.00 kJ/mol. The calculation puts the maximum force at 3.06 eV/Å. For the frontier orbital gap, the calculation gives 9.29 eV. The highest occupied orbital energy comes out at -8.97 eV.

Each line ends with the Löwdin charge.
Cartesian coordinates (Å):
C -16.016 -5.732 0.406  -0.061
O -14.700 -8.815 6.964  -0.165
H -22.583 -12.722 3.034  0.073
H -15.755 -3.367 -0.856  0.090
H -19.203 -2.307 4.474  0.076
H -16.607 -4.267 1.729  0.082
C -18.983 -5.574 4.285  -0.406
C -16.511 -5.291 9.882  -0.167
H -19.787 -4.503 -2.731  0.083
H -24.495 -8.758 5.057  0.045
C -14.825 -3.170 4.221  -0.098
H -14.648 -2.948 9.931  0.110
H -17.729 -9.270 2.481  0.088
H -23.116 -9.362 -1.145  0.071
C -16.658 -4.623 8.432  -0.206
H -18.863 -9.065 7.529  0.048
H -17.344 -6.216 5.324  0.051
H -19.881 -1.175 -1.095  0.079
H -25.485 -8.123 6.372  0.072
H -15.323 -12.731 9.467  0.077
H -19.510 -0.623 4.425  0.081
H -18.837 -0.462 0.217  0.090
C -17.359 -2.719 13.606  -0.106
H -17.059 -10.798 8.783  0.117
C -13.376 -7.975 8.740  -0.398
H -17.436 -4.947 10.345  0.087
N -13.030 -6.767 9.468  0.037
H -21.065 0.725 -0.999  0.066
H -16.865 -3.560 8.557  0.108
C -19.335 -5.206 2.808  -0.027
N -19.383 -10.888 9.679  0.023
H -15.710 -4.746 7.908  0.110
C -24.904 -8.984 6.042  -0.062
H -23.373 -7.716 -1.747  0.072
H -19.331 -2.133 0.253  0.058
H -16.002 -14.376 9.562  0.083
H -15.732 -3.301 3.629  0.044
H -15.870 -5.912 -0.659  0.073
H -15.479 -13.805 8.065  0.081
H -18.475 -9.124 -0.140  0.072
H -17.039 -2.654 10.807  0.106
H -18.678 -10.405 10.218  0.066
H -16.663 -6.471 0.877  0.058
C -23.793 -9.238 7.109  -0.326
O -15.758 -3.277 0.100  -0.085
H -20.901 -1.608 4.561  0.089
H -19.547 -10.410 0.285  0.050
C -22.097 -11.776 1.316  -0.315
H -19.362 -4.855 5.011  0.115
H -19.119 -4.148 2.660  0.057
H -12.705 -9.311 10.402  0.068
C -23.748 -8.040 0.429  -0.311
C -21.422 -8.396 4.042  -0.099
O -17.662 -5.270 7.689  -0.219
H -25.537 -9.871 6.007  0.074
C -19.918 -1.578 4.091  -0.116
C -19.660 -1.133 -0.028  -0.070
H -15.782 -9.692 5.642  0.090
C -15.969 -13.458 8.975  -0.085
H -21.320 -7.069 -1.253  0.041
O -24.358 -9.430 8.398  -0.081
H -15.097 -5.958 0.947  0.076
C -20.837 -0.524 0.684  -0.451
H -19.180 -7.711 3.997  0.110
C -19.649 -6.962 4.635  -0.172
C -19.033 -9.542 0.697  -0.032
H -20.800 -5.077 -0.437  0.108
H -21.513 0.043 2.719  0.128
H -14.501 -3.225 1.610  0.027
H -19.115 -5.994 8.990  0.084
H -20.476 -9.708 7.727  0.053
H -19.476 -6.050 -0.097  0.092
O -20.610 -6.629 -1.726  -0.067
H -23.043 -8.447 7.138  0.098
C -20.640 -0.371 2.214  -0.174
H -22.905 -12.156 0.691  0.117
H -15.163 -2.707 5.148  0.063
H -15.676 -8.052 5.292  0.086
O -20.994 -7.064 4.199  -0.203
H -18.688 -5.806 2.169  0.057
H -14.526 -6.672 7.333  0.122
N -21.111 0.749 0.010  0.033
O -13.804 -3.498 2.210  -0.102
H -19.810 -5.371 7.525  0.078
H -18.503 -11.402 3.363  0.092
H -17.339 -10.809 1.763  0.110
H -19.536 -10.282 6.380  0.053
C -15.766 -8.725 6.144  -0.166
C -14.533 -7.655 7.805  -0.179
O -22.616 -7.293 0.860  -0.073
H -16.656 -6.369 9.817  0.104
H -19.605 -11.701 10.237  0.068
C -19.000 -5.215 8.236  -0.074
H -12.604 -6.992 10.356  0.062
H -23.645 -9.506 9.036  0.078
C -22.438 -11.666 2.806  -0.072
N -15.276 -4.888 10.627  -0.068
C -17.518 -11.653 8.287  -0.216
H -19.527 -7.257 5.678  0.110
H -19.564 -12.062 7.922  0.133
H -21.726 -10.843 0.893  0.083
C -16.177 -2.667 11.473  -0.222
C -18.155 -10.104 1.923  -0.258
C -13.785 -2.539 3.283  -0.267
H -17.180 -11.814 7.263  0.124
H -15.885 -1.630 11.639  0.116
H -12.803 -2.525 3.756  0.106
H -23.864 -8.968 0.989  0.098
H -23.358 -11.169 3.113  0.065
H -21.087 -8.617 3.029  0.078
H -17.148 -1.650 13.584  0.072
H -13.978 -10.113 9.308  0.056
H -17.200 -2.953 14.659  0.093
H -13.877 -6.306 9.767  0.017
H -19.153 -4.223 8.663  0.089
H -17.109 -4.839 4.468  0.056
C -16.581 -4.321 0.641  -0.296
C -18.978 -11.229 8.309  -0.379
C -23.727 -8.465 -1.038  -0.071
H -18.298 -4.737 -1.980  0.067
H -17.604 -4.119 0.323  0.082
H -15.160 -5.333 11.526  0.104
H -22.511 -8.375 4.086  0.075
H -19.835 -8.849 0.950  0.053
H -23.234 -10.145 6.878  0.097
H -14.331 -9.004 10.467  0.061
O -20.970 -12.573 1.010  -0.090
O -16.368 -3.234 12.745  -0.202
C -19.462 -9.969 7.421  -0.042
H -19.791 0.310 2.153  0.121
H -15.470 -7.517 8.345  0.098
O -19.004 -10.912 2.706  -0.113
C -19.343 -4.544 -1.737  -0.079
C -14.959 -3.450 10.847  -0.152
H -22.565 -7.293 1.818  0.058
H -21.657 -11.330 3.488  0.053
N -17.590 -5.727 4.476  0.060
H -14.046 -1.543 2.924  0.110
H -21.026 -9.074 4.799  0.078
O -20.173 -1.641 2.705  -0.199
H -14.451 -4.154 4.505  0.075
H -24.770 -8.690 -1.259  0.078
C -13.554 -9.200 9.727  -0.039
H -16.702 -8.557 6.677  0.074
H -19.456 -3.542 -1.323  0.044
H -24.677 -7.519 0.656  0.106
H -22.041 1.095 0.201  0.068
H -20.213 -12.093 1.354  0.032
H -20.353 -5.315 2.433  0.076
H -21.663 -1.223 0.556  0.129
C -20.009 -5.627 -0.948  -0.334
H -14.186 -3.355 11.610  0.117
H -12.601 -8.165 7.997  0.130
O -17.286 -12.869 8.983  -0.190
H -18.399 -2.634 13.290  0.086